The following is a DFT calculation (ωB97M-V with the def2-TZVPD basis set) of a 2-piece molecular cluster, C2H3N5O overall in a non-equilibrium geometry.

XYZ file:
```
11
Properties=species:S:1:pos:R:3
C 0.1652 -0.6696 1.4010
C -0.1848 0.7534 -0.6083
H 1.2103 -0.6553 -1.8258
H 0.2632 -1.6550 1.9484
H -0.0535 0.0479 -2.3851
N -0.1755 -0.5744 -0.0870
N -0.1555 0.2721 2.3099
N -0.8638 1.5254 1.5312
N -0.6903 1.6783 0.3659
N 0.0589 1.0594 -1.8797
O 0.4259 -1.7822 -0.7706
```

Calculated values
2S+1	1
HOMO	-9.89	eV
ΔE to the lowest compared entry with this formula, charge and spin	232.7	kcal per mole
Kohn-Sham gap	0.2991	Eh